[1]
C13H18O5S4Tl | wB97M-V/def2-TZVPD

Positions of all 41 atoms, in Å:
Tl 0.135 0.417 -0.468
C -2.323 -0.567 2.448
C -1.976 0.777 3.073
S -1.072 1.932 1.967
C 0.431 2.340 2.935
C 1.331 1.216 3.423
S 2.010 0.127 2.107
C 1.627 -1.538 2.758
C 0.169 -1.872 3.022
S -0.993 -1.529 1.630
H -2.756 -1.211 3.215
H -3.050 -0.437 1.647
H -2.915 1.274 3.322
H -1.395 0.670 3.985
H 0.977 3.002 2.263
H 0.100 2.921 3.799
H 2.190 1.683 3.906
H 0.830 0.578 4.148
H 2.045 -2.203 2.005
H 2.190 -1.659 3.685
H 0.108 -2.946 3.199
H -0.213 -1.358 3.899
O -3.022 -0.016 -6.168
C -2.902 -0.056 -4.982
C -2.689 -1.278 -4.086
O -3.226 -2.339 -4.244
C -1.910 -0.776 -2.915
C -2.173 0.672 -2.784
O -1.961 1.336 -1.775
C -2.720 1.187 -4.087
O -2.932 2.324 -4.384
O -1.031 -1.329 -2.250
C 3.611 0.943 -2.082
S 2.864 -0.654 -1.642
C 2.408 -1.254 -3.289
H 2.993 1.444 -2.820
H 4.606 0.771 -2.481
H 3.679 1.538 -1.176
H 3.290 -1.661 -3.773
H 2.002 -0.435 -3.873
H 1.663 -2.032 -3.159

Computed properties:
Largest force on an atom ... 3.4 eV/A
HOMO ... -11.0 eV
ΔE to the lowest compared entry with this formula, charge and spin ... 7.8 kcal per mole
Total charge ... +1
Gap between HOMO and LUMO ... 4.404 eV

Here are the natural (NBO) charges for atoms 1 to 5, given in e:
1. Tl 0.649
2. C -0.521
3. C -0.540
4. S 0.199
5. C -0.524

[2]
C13H18OSe | wB97M-V/def2-TZVPD

Positions of all 33 atoms, in Å:
C 1.915 -2.113 -1.668
C 0.651 -1.448 -1.234
C 0.199 -1.454 0.014
C -1.085 -0.829 0.469
C -1.688 -1.651 1.621
O -3.049 -1.393 1.861
C -0.882 0.663 0.926
C -2.228 1.276 1.140
C -2.826 1.981 0.175
C -2.138 2.288 -1.051
C -0.826 2.018 -1.187
C -0.091 1.377 -0.130
C 1.251 1.357 -0.124
Se 2.351 0.700 1.262
C 4.015 0.649 0.245
H 2.504 -2.426 -0.808
H 1.685 -2.994 -2.268
H 2.510 -1.442 -2.287
H 0.064 -0.996 -2.023
H 0.794 -1.909 0.795
H -1.793 -0.809 -0.368
H -1.178 -1.409 2.557
H -1.538 -2.720 1.414
H -3.555 -1.621 1.071
H -0.307 0.646 1.861
H -2.727 1.057 2.070
H -3.824 2.372 0.309
H -2.680 2.796 -1.837
H -0.282 2.336 -2.066
H 1.815 1.786 -0.942
H 3.990 -0.208 -0.427
H 4.119 1.574 -0.319
H 4.836 0.544 0.950

Computed properties:
Largest force on an atom ... 0.9 eV/A
HOMO ... -7.2 eV
ΔE to the lowest compared entry with this formula, charge and spin ... 0.0 kcal per mole
Total charge ... 0
Structure (SMILES) ... C/C=C/[C@@H](CO)[C@@H]1C=CC=C/C1=C/[Se]C
Gap between HOMO and LUMO ... 7.799 eV

Here are the natural (NBO) charges for atoms 1 to 5, given in e:
1. C -0.641
2. C -0.170
3. C -0.185
4. C -0.269
5. C -0.050

[3]
C13H19BClN6O9P2Rh | wB97M-V/def2-TZVPD

Positions of all 52 atoms, in Å:
Rh -0.292 0.018 0.111
C -1.933 1.445 -3.483
C -1.007 1.531 -2.442
N -1.244 0.554 -1.571
N -2.292 -0.165 -2.015
C -2.723 0.359 -3.172
B -2.682 -1.456 -1.273
N -2.988 -1.055 0.176
C -4.091 -1.184 0.925
C -3.826 -0.695 2.187
C -2.499 -0.264 2.142
N -2.019 -0.499 0.925
N -1.427 -2.346 -1.196
C -1.182 -3.595 -1.618
C 0.124 -3.914 -1.309
C 0.635 -2.780 -0.674
N -0.314 -1.850 -0.628
H -2.008 2.092 -4.337
H -0.211 2.238 -2.288
H -3.551 -0.091 -3.692
H -3.595 -2.021 -1.796
H -4.978 -1.625 0.504
H -4.491 -0.652 3.030
H -1.866 0.198 2.878
H -1.954 -4.161 -2.111
H 0.643 -4.833 -1.508
H 1.608 -2.588 -0.262
C 1.267 4.926 1.875
C 0.187 3.857 1.912
O -0.983 4.439 2.476
P 0.687 2.405 2.899
O 2.206 2.249 2.634
O 0.518 2.900 4.412
O -0.149 1.205 2.626
P -0.179 3.268 0.190
O -1.771 2.905 0.324
O 0.022 4.307 -0.835
O 0.520 1.909 -0.010
H 1.519 5.234 2.890
H 0.888 5.783 1.321
H 2.163 4.555 1.382
H -1.717 3.831 2.319
H 2.503 1.268 2.673
H 0.054 2.248 4.948
H -2.275 3.595 -0.124
Cl 3.534 -3.231 1.706
C 2.212 -2.484 2.659
C 2.059 -1.028 2.228
O 2.742 -0.193 2.828
O 1.257 -0.848 1.265
H 2.478 -2.551 3.708
H 1.308 -3.045 2.438

Computed properties:
Largest force on an atom ... 1.3 eV/A
HOMO ... -9.4 eV
ΔE to the lowest compared entry with this formula, charge and spin ... 24.4 kcal per mole
Total charge ... 0
Gap between HOMO and LUMO ... 7.946 eV

Here are the natural (NBO) charges for atoms 1 to 5, given in e:
1. Rh 1.343
2. C -0.329
3. C 0.001
4. N -0.246
5. N -0.310

[4]
C13H19BIN5O11PS | wB97M-V/def2-TZVPD

Positions of all 52 atoms, in Å:
N -0.049 -1.225 -2.096
C -0.142 -1.249 -0.687
N -1.064 -0.191 -0.246
C -1.230 1.067 -0.684
P -0.274 2.055 -2.018
O -0.469 1.281 -3.365
I -1.890 3.913 -2.215
N -2.159 1.693 0.062
C -2.557 0.813 0.957
N -3.470 1.037 1.922
O -4.071 2.277 1.947
B -4.493 2.708 3.207
O -5.298 1.885 3.991
O -4.180 3.975 3.597
N -1.927 -0.364 0.822
C -2.088 -1.544 1.649
C -1.334 -1.445 2.999
C -0.226 -2.509 3.194
C 1.206 -1.972 3.223
S 1.528 -0.611 4.325
O 2.746 -0.838 5.016
O 1.394 0.599 3.565
O 0.322 -0.629 5.368
H 0.759 -1.761 -2.407
H -0.856 -1.655 -2.535
H -0.553 -2.191 -0.299
H 0.838 -1.139 -0.221
H 0.396 1.426 -3.914
H -3.764 0.339 2.582
H -4.807 1.244 4.512
H -3.624 3.997 4.379
H -3.155 -1.658 1.846
H -1.776 -2.419 1.092
H -2.071 -1.551 3.797
H -0.939 -0.432 3.079
H -0.438 -3.112 4.073
H -0.280 -3.179 2.335
H 1.862 -2.771 3.568
H 1.546 -1.705 2.225
H -0.281 0.080 5.109
C 3.569 1.631 -6.074
C 2.579 1.103 -5.272
C 2.955 -0.124 -4.420
O 2.082 -0.578 -3.637
C 4.222 -0.689 -4.563
C 5.254 -0.177 -5.385
C 4.906 1.125 -6.172
O 5.769 1.678 -6.851
O 6.377 -0.669 -5.518
O 1.390 1.550 -5.192
H 3.355 2.502 -6.686
H 4.408 -1.590 -3.984

Computed properties:
Largest force on an atom ... 1.8 eV/A
HOMO ... -2.6 eV
Total charge ... -1
Gap between HOMO and LUMO ... 2.402 eV

Here are the natural (NBO) charges for atoms 1 to 5, given in e:
1. N -0.781
2. C -0.038
3. N -0.176
4. C 0.161
5. P 1.067

[5]
C13H19BMoN6O2S3 | wB97M-V/def2-TZVPD

Positions of all 45 atoms, in Å:
Mo -0.298 -0.215 -0.119
C -0.533 2.505 -3.392
N 0.738 2.579 -2.669
C 1.463 3.727 -2.457
C 2.560 3.372 -1.739
N 2.503 2.020 -1.511
B 3.647 1.216 -0.806
N 3.213 0.641 0.634
C 4.200 -0.019 1.336
C 3.788 -0.165 2.618
N 2.535 0.396 2.698
C 1.764 0.536 3.934
C 2.208 0.873 1.479
S 0.652 1.593 1.105
C 1.393 1.568 -2.086
S 0.892 -0.108 -2.086
H -0.706 3.471 -3.856
H -1.344 2.292 -2.698
H -0.474 1.742 -4.164
H 1.141 4.679 -2.842
H 3.382 3.963 -1.378
H 4.520 2.008 -0.596
H 3.990 0.275 -1.470
H 5.131 -0.284 0.865
H 4.278 -0.584 3.480
H 1.820 -0.394 4.494
H 0.731 0.758 3.683
H 2.171 1.349 4.531
N -1.502 -1.938 -1.070
C -2.919 -1.536 -1.247
C -3.222 -0.234 -0.544
O -4.277 0.256 -0.377
O -2.055 0.409 -0.075
H -1.100 -2.176 -1.972
H -1.447 -2.790 -0.519
H -3.601 -2.299 -0.876
H -3.138 -1.398 -2.306
S 2.084 -3.631 1.862
C 0.650 -3.273 2.715
C 0.002 -2.237 2.131
N 0.648 -1.743 1.012
C 1.777 -2.388 0.776
H 0.357 -3.834 3.588
H -0.924 -1.791 2.466
H 2.435 -2.143 -0.045

Computed properties:
Largest force on an atom ... 0.7 eV/A
HOMO (alpha / beta) ... -14.9 / -15.0 eV
ΔE to the lowest compared entry with this formula, charge and spin ... 11.6 kcal per mole
Total charge ... +2
Gap between HOMO and LUMO (alpha / beta) ... 7.271 / 7.377 eV
⟨S²⟩ ... 2.0168
Spin multiplicity ... 3

Here are the natural (NBO) charges for atoms 1 to 5, given in e:
1. Mo 1.213
2. C -0.411
3. N -0.300
4. C -0.038
5. C -0.012

[6]
C13H19Br2ClN2O3P2S | wB97M-V/def2-TZVPD

Positions of all 43 atoms, in Å:
C 4.748 -0.821 -0.111
C 3.530 -0.296 -1.060
C 3.994 -0.160 -2.624
C 2.895 1.084 -0.514
C 1.424 1.355 -1.137
C 0.185 0.466 -0.758
P 0.475 -0.964 0.455
O -0.366 -2.384 0.002
O 0.188 -0.518 2.093
C -1.243 0.793 -1.434
P -2.721 -0.337 -0.957
C -3.682 0.430 0.517
O -3.873 -0.426 -2.222
C -1.371 1.960 -2.456
Cl -2.930 2.371 -3.298
C -0.112 2.843 -2.847
N -0.055 3.926 -3.796
S 1.564 4.510 -3.830
N 2.266 3.444 -2.690
C 1.283 2.536 -2.173
H 5.636 -0.106 -0.088
H 4.294 -0.999 0.939
H 5.004 -1.871 -0.509
H 2.772 -1.170 -1.062
H 3.445 -0.971 -3.245
H 3.615 0.843 -3.032
H 5.113 -0.333 -2.771
H 3.591 1.944 -0.821
H 2.779 1.115 0.628
H -0.353 -3.069 0.706
H 0.696 0.288 2.347
H -3.871 -0.430 1.260
H -4.682 0.872 0.184
H -3.078 1.254 1.026
H -3.611 -1.124 -2.863
Br -3.803 -3.178 2.644
C -3.216 -2.740 4.451
C -3.722 -1.384 4.878
Br -2.685 0.045 4.053
H -2.129 -2.817 4.460
H -3.637 -3.524 5.084
H -3.592 -1.246 5.952
H -4.766 -1.211 4.618

Computed properties:
Largest force on an atom ... 5.2 eV/A
HOMO ... -7.7 eV
Total charge ... 0
Structure (SMILES) ... CC(C)Cc1c(P(O)O)c(P(C)O)c(Cl)c2nsnc12.BrCCBr
Gap between HOMO and LUMO ... 6.231 eV

Here are the natural (NBO) charges for atoms 1 to 5, given in e:
1. C -0.626
2. C -0.210
3. C -0.641
4. C -0.463
5. C 0.032